Entry 1:
Computed, not measured: 14 unconnected molecules or ions with the total composition CH29O14, with ωB97M-V/def2-TZVPD.

Structure (XYZ):
```
44
Properties=species:S:1:pos:R:3:forces:R:3:lowdin_charge:R:1
C 0.28009 0.08762 -0.15574 -2.30 -0.02 1.46 -0.276
O -0.67344 0.29964 0.89308 1.07 0.24 -0.55 -0.408
H 0.19462 0.84410 -0.93583 0.06 0.22 -0.37 0.039
H 1.32455 0.08702 0.15604 0.61 -0.04 0.33 0.038
H 0.02744 -0.88303 -0.58249 0.38 -0.37 -0.56 0.038
O 1.31618 -3.02310 -1.56138 -0.03 -0.05 -0.30 -0.037
H 1.72368 -2.43771 -0.92302 -0.03 0.23 0.49 0.021
H 2.04997 -3.48841 -1.96297 0.13 -0.21 -0.16 0.071
O -1.11289 2.39741 -3.07683 -0.29 -0.24 -0.38 -0.044
H -1.73011 1.74571 -2.74431 -0.41 -0.63 0.21 0.059
H -1.12207 2.27427 -4.02603 0.10 0.06 -0.27 0.079
O 1.28586 3.28062 -2.39934 1.00 0.09 -0.20 -0.079
H 1.45089 3.47132 -1.47596 -0.09 0.14 0.27 0.026
H 0.46765 2.78385 -2.39928 -0.32 -0.03 -0.06 -0.052
O 3.30055 -2.47077 0.69116 -0.13 -0.12 -0.17 -0.041
H 3.80586 -2.45033 1.50385 0.07 -0.07 0.25 0.040
H 3.59900 -1.70301 0.20361 0.15 0.32 -0.14 0.036
O -2.86886 2.00539 2.41867 -0.55 0.23 0.17 -0.059
H -2.45405 2.50413 3.12253 0.20 0.09 0.10 0.024
H -2.14008 1.59238 1.95548 0.56 -0.51 -0.41 -0.022
O -1.22295 3.60109 -0.64012 0.06 0.32 0.19 -0.041
H -1.30930 3.09436 -1.44758 -0.08 0.28 -0.07 -0.031
H -1.24386 2.94614 0.05762 -0.06 -0.25 0.45 0.011
O -1.15674 -3.84810 -0.76391 -0.75 -0.23 0.04 -0.054
H -1.13379 -4.55946 -0.12385 -0.10 -0.16 0.20 0.042
H -0.23661 -3.67308 -0.96129 0.58 0.26 -0.22 -0.022
O 2.91918 1.11329 2.73168 0.67 -0.06 0.04 -0.031
H 3.35265 0.68370 3.46910 -0.05 -0.03 0.32 0.053
H 2.90536 0.44988 2.04181 -0.28 -0.15 -0.29 0.029
O -2.44393 -2.17877 1.36380 -0.61 -0.51 0.28 -0.067
H -2.18900 -2.65241 0.57203 0.24 -0.13 -0.35 -0.025
H -1.76576 -1.51223 1.47356 0.44 0.83 -0.11 -0.020
O 0.72773 2.61145 2.19634 -0.06 1.04 0.15 -0.075
H 1.53214 2.19437 2.50492 0.08 -0.12 0.16 -0.036
H 0.31609 1.95365 1.63590 -0.63 -0.86 -0.33 -0.035
O -3.24893 -0.03354 -1.19052 -0.23 0.33 -0.71 -0.053
H -3.39101 -0.94976 -1.42839 -0.01 -0.21 0.03 0.025
H -2.59594 -0.06560 -0.49136 0.55 0.08 0.79 -0.007
O 0.38919 -0.97822 -3.60964 -0.04 0.08 -0.57 -0.059
H 0.74075 -0.22677 -3.13220 0.02 0.28 0.20 0.015
H 0.33993 -1.67601 -2.95626 0.02 -0.26 0.32 -0.010
O -0.07495 -0.98449 3.70661 0.28 -0.27 0.82 -0.064
H 0.41028 -1.73315 3.35978 -0.04 -0.14 -0.16 0.015
H -0.34536 -0.49346 2.93073 -0.17 0.57 -0.92 -0.016
```
Positions in Å, forces in eV/Å.

## Properties
total charge	-1
gap between HOMO and LUMO	6.69	eV
relative energy (zero: lowest compared OMol25 entry of this formula, charge and spin)	62.8	kJ/mol

---

Entry 2:
Computed, not measured: a molecular structure, CH2BeLiO, with ωB97M-V/def2-TZVPD.

Structure (XYZ):
```
6
Properties=species:S:1:pos:R:3:forces:R:3:lowdin_charge:R:1
C 0.46650 0.44010 -0.13901 -4.86 1.99 9.50 -0.380
O -0.38532 -0.43542 -0.64596 1.32 -0.18 -5.40 -0.397
H -0.04605 1.35297 0.24339 0.78 -0.40 -0.05 0.046
Be 1.24812 0.28152 -1.34842 1.29 -2.29 -3.99 0.880
Li -1.24521 -1.37755 0.43430 -0.22 -0.38 0.76 0.746
H -0.03804 -0.26162 1.45570 1.69 1.26 -0.81 0.104
```
Positions in Å, forces in eV/Å.

## Properties
total charge	+1
gap between HOMO and LUMO (spin up / spin down)	5.87 / 5.90	eV
relative energy (zero: lowest compared OMol25 entry of this formula, charge and spin)	31.2	kJ/mol

---

Entry 3:
Computed, not measured: a molecular structure, CH2Br3ClSi, with ωB97M-V/def2-TZVPD.

Structure (XYZ):
```
8
Properties=species:S:1:pos:R:3:forces:R:3:lowdin_charge:R:1
C 2.29704 0.03796 0.28268 -0.12 1.78 0.28 -0.451
Si -1.43543 0.06700 -0.27508 -2.05 -0.45 0.09 -0.569
Cl 1.20087 0.99329 -0.48167 -0.19 0.70 -0.06 0.616
Br -2.21603 -0.57364 1.78175 0.53 0.34 -0.38 0.149
Br -2.22971 -1.70508 -1.52224 0.56 0.61 0.17 0.137
Br -2.79167 1.82917 -0.87734 0.67 -0.49 0.16 0.145
H 2.36557 -0.88787 -0.07479 0.32 -3.54 -1.57 -0.036
H 2.80935 0.23916 1.16669 0.28 1.05 1.31 0.008
```
Positions in Å, forces in eV/Å.

## Properties
total charge	0
gap between HOMO and LUMO (spin up / spin down)	7.43 / 6.97	eV
relative energy (zero: lowest compared OMol25 entry of this formula, charge and spin)	276.7	kJ/mol

---

Entry 4:
Computed, not measured: CH2Br3PS in the gas phase, with ωB97M-V/def2-TZVPD.

Structure (XYZ):
```
8
Properties=species:S:1:pos:R:3:forces:R:3:lowdin_charge:R:1
C -0.02544 -0.25336 -0.49350 0.38 0.52 -2.36 -0.799
P -1.34551 0.66012 -1.46968 0.47 0.05 -0.61 -0.521
S -2.54770 1.97988 -0.76026 0.70 -0.62 0.22 0.175
Br 1.17875 -1.38042 -1.57627 -0.55 -0.02 0.09 0.540
Br -0.12523 1.37922 -3.16528 -0.03 0.36 0.03 0.283
Br -2.32789 -1.03343 -2.42996 -0.35 -0.33 0.01 0.317
H 0.72439 0.43782 -0.16899 -0.30 0.51 1.15 0.007
H -0.54209 -0.92592 0.12472 -0.31 -0.47 1.46 -0.001
```
Positions in Å, forces in eV/Å.

## Properties
total charge	0
gap between HOMO and LUMO	9.56	eV
relative energy (zero: lowest compared OMol25 entry of this formula, charge and spin)	0.0	kJ/mol
SMILES	S=P(Br)(Br)CBr

---

Look up the relative energy (zero: lowest compared OMol25 entry of this formula, charge and spin) of the second one. 31.2 kJ/mol